Entry 1:
4 unconnected molecules or ions with the total composition C2H13NO3S in a non-equilibrium geometry, computed with ωB97M-V/def2-TZVPD.

**E_HOMO**: -8.73 eV
**E_LUMO**: 0.028 Eh
**Net charge**: 0
**Energy relative to the best compared isomer or geometry (same formula, charge and spin)**: 36.4 kcal/mol
**Calculated total energy**: -20751.266 eV
**SMILES string**: NCCS.O.O.O
**Orbital gap**: 9.50 eV
**2S+1**: 1

Atoms and positions in Å:
1 C -2.37309 0.52923 0.52223
2 C -3.91634 0.64982 0.67391
3 S -4.64684 0.51637 -1.13965
4 N -1.96102 0.30903 1.93780
5 H -1.85733 -0.24466 -0.03240
6 H -2.10021 1.50015 0.09813
7 H -4.17280 -0.31122 1.11613
8 H -4.42009 1.56723 0.95466
9 H -4.75521 -0.81682 -0.89677
10 H -1.09943 -0.21697 1.97061
11 H -1.95402 1.14621 2.49854
12 H 3.94019 -5.26184 -2.95014
13 H 4.34577 -3.88511 -3.52576
14 O 4.10340 -4.35474 -2.71032
15 H 1.04260 4.17444 2.38072
16 H 1.75757 3.45793 3.62660
17 O 1.18832 3.37178 2.86173
18 H 6.21686 -0.27399 -2.65016
19 H 4.87842 -0.80318 -2.47498
20 O 5.78325 -1.05367 -2.26087

***

Entry 2:
5 unconnected molecules or ions with the total composition C2H13NO3S2 in a non-equilibrium geometry, computed with ωB97M-V/def2-TZVPD.

**E_HOMO**: -8.75 eV
**E_LUMO**: -0.192 Eh
**Net charge**: 0
**Energy relative to the best compared isomer or geometry (same formula, charge and spin)**: 126.8 kcal/mol
**Calculated total energy**: -31582.666 eV
**Orbital gap**: 3.52 eV
**2S+1**: 1

Atoms and positions in Å:
1 N 0.08307 1.96951 -1.09895
2 C 0.80499 0.79145 -0.68921
3 C 0.46471 0.34759 0.71594
4 S 1.46908 -1.05105 1.14536
5 S -2.51712 -0.01649 -0.99755
6 H -0.93050 1.89179 -1.07412
7 H 0.35141 2.18293 -2.05236
8 H 1.85445 0.98205 -0.91074
9 H 0.53157 -0.08722 -1.31577
10 H -0.57428 0.01361 0.80672
11 H 0.72911 1.11422 1.46111
12 H -3.48688 -0.71676 -1.61887
13 H 4.69643 -0.35165 -0.86685
14 H 3.35444 -0.71746 -0.16780
15 O 3.75866 -0.48622 -1.01400
16 H -3.40025 0.31605 2.30012
17 H -2.41600 0.62187 1.28004
18 O -2.45306 0.49647 2.24834
19 H -1.10062 -2.07760 -0.03326
20 H -0.27706 -2.45582 1.25270
21 O -0.94215 -2.76728 0.62918

***

Entry 3:
4 unconnected molecules or ions with the total composition C2H13NO4 in a non-equilibrium geometry, computed with ωB97M-V/def2-TZVPD.

**E_HOMO**: -9.70 eV
**E_LUMO**: 0.023 Eh
**Net charge**: 0
**Energy relative to the best compared isomer or geometry (same formula, charge and spin)**: 31.4 kcal/mol
**Calculated total energy**: -11964.103 eV
**SMILES string**: CNCO.O.O.O
**Orbital gap**: 10.32 eV
**2S+1**: 1

Atoms and positions in Å:
1 C -0.43211 -0.30476 -2.62093
2 N 0.92273 -0.66526 -2.24967
3 C 1.00228 -1.60578 -1.15024
4 O 2.20599 -1.63536 -0.42748
5 H -1.06259 -1.18547 -2.85495
6 H -0.37654 0.52376 -3.32168
7 H -1.03343 0.10451 -1.80046
8 H 1.29256 -1.09578 -3.08726
9 H 0.12773 -1.52216 -0.50318
10 H 0.83910 -2.57989 -1.63202
11 H 2.84770 -1.05300 -0.83665
12 H -3.22019 2.18966 2.62605
13 H -2.02688 1.82889 3.61408
14 O -2.79969 1.49837 3.12261
15 H -0.33618 -0.48643 1.58688
16 H 1.12878 -0.54998 1.09852
17 O 0.52666 -0.15686 1.76442
18 H -0.32206 1.60727 2.26336
19 H 0.79808 2.56327 1.99105
20 O -0.08195 2.52500 2.41756

***

Entry 4:
4 unconnected molecules or ions with the total composition C2H13NO4 in a non-equilibrium geometry, computed with ωB97M-V/def2-TZVPD.

**E_HOMO**: -9.05 eV
**E_LUMO**: 0.023 Eh
**Net charge**: 0
**Energy relative to the best compared isomer or geometry (same formula, charge and spin)**: 34.9 kcal/mol
**Calculated total energy**: -11963.951 eV
**SMILES string**: CNCO.O.O.O
**Orbital gap**: 9.68 eV
**2S+1**: 1

Atoms and positions in Å:
1 C -0.15314 1.23184 -0.87414
2 N -0.63231 0.32776 -1.90188
3 C -0.79002 -1.03013 -1.45003
4 O 0.38757 -1.78911 -1.63369
5 H 0.51270 0.71706 -0.15243
6 H -0.89991 1.71500 -0.23804
7 H 0.49782 2.05434 -1.17128
8 H 0.02754 0.37392 -2.66675
9 H -1.00478 -1.09689 -0.38612
10 H -1.66855 -1.46336 -1.92450
11 H 0.37484 -2.06215 -2.55998
12 H -2.58905 3.04559 0.78580
13 H -3.71559 2.85830 -0.20561
14 O -3.50886 3.28629 0.63690
15 H 0.06874 -2.62172 1.65512
16 H -0.36745 -3.58700 0.59822
17 O -0.70391 -2.84967 1.11902
18 H 4.67316 -0.26093 4.04507
19 H 4.76079 1.05300 3.16763
20 O 4.73042 0.09786 3.15670

***

Copy entry 4 word for word.
4 unconnected molecules or ions with the total composition C2H13NO4 in a non-equilibrium geometry, computed with ωB97M-V/def2-TZVPD.

**E_HOMO**: -9.05 eV
**E_LUMO**: 0.023 Eh
**Net charge**: 0
**Energy relative to the best compared isomer or geometry (same formula, charge and spin)**: 34.9 kcal/mol
**Calculated total energy**: -11963.951 eV
**SMILES string**: CNCO.O.O.O
**Orbital gap**: 9.68 eV
**2S+1**: 1

Atoms and positions in Å:
1 C -0.15314 1.23184 -0.87414
2 N -0.63231 0.32776 -1.90188
3 C -0.79002 -1.03013 -1.45003
4 O 0.38757 -1.78911 -1.63369
5 H 0.51270 0.71706 -0.15243
6 H -0.89991 1.71500 -0.23804
7 H 0.49782 2.05434 -1.17128
8 H 0.02754 0.37392 -2.66675
9 H -1.00478 -1.09689 -0.38612
10 H -1.66855 -1.46336 -1.92450
11 H 0.37484 -2.06215 -2.55998
12 H -2.58905 3.04559 0.78580
13 H -3.71559 2.85830 -0.20561
14 O -3.50886 3.28629 0.63690
15 H 0.06874 -2.62172 1.65512
16 H -0.36745 -3.58700 0.59822
17 O -0.70391 -2.84967 1.11902
18 H 4.67316 -0.26093 4.04507
19 H 4.76079 1.05300 3.16763
20 O 4.73042 0.09786 3.15670